The following is a DFT calculation (the ωB97M-V functional and the def2-TZVPD basis) of a 2-piece molecular cluster, CH5N3O2 overall.

```
11
Properties=species:S:1:pos:R:3:mulliken_charge:R:1
C 1.192 0.756 0.311 -0.66
N -0.196 1.004 0.165 0.10
N -1.194 0.239 0.577 -0.55
N -1.058 -1.397 -0.703 0.59
O -0.422 -1.016 -1.682 -0.44
O -1.536 -2.443 -0.390 -0.48
H 1.727 1.674 -0.091 0.29
H 1.437 0.286 1.255 0.28
H 1.524 -0.239 -0.217 0.28
H -0.621 1.389 -0.654 0.31
H -0.853 -0.252 1.430 0.28
```

Values from the calculation:
LUMO energy (alpha / beta) = 0.04 / 0.04 eV
HOMO energy (alpha / beta) = -8.41 / -8.41 eV
Molecular weight = 91.070 g mol⁻¹
Spin multiplicity = 1


The following is a DFT calculation (the ωB97M-V functional and the def2-TZVPD basis) of a 2-piece molecular cluster, CH5N3O2 overall.

```
11
Properties=species:S:1:pos:R:3:mulliken_charge:R:1
C -0.465 -0.425 1.401 -0.58
N 0.350 -0.488 0.212 0.28
N 1.399 0.187 -0.042 -0.71
N -0.106 0.865 -2.201 0.63
O -1.030 0.258 -1.671 -0.38
O 0.175 1.263 -3.290 -0.43
H 0.122 0.314 2.156 0.21
H -1.487 0.018 1.194 0.25
H -0.784 -1.455 1.888 0.22
H 0.110 -1.180 -0.442 0.29
H 1.716 0.643 0.795 0.22
```

Values from the calculation:
LUMO energy (alpha / beta) = 0.75 / -0.95 eV
HOMO energy (alpha / beta) = -9.35 / -7.10 eV
Molecular weight = 91.070 g mol⁻¹
Spin multiplicity = 1


Number 1: total energy -9677.54162 eV. Number 2: total energy -9676.88930 eV.